No. 1
HN2O3S | ωB97M-V/def2-TZVPD

Output
Energy above the lowest of the compared OMol25 structures with the same formula, charge and spin ... 357.7 kJ/mol
Strongest force on any atom ... 4.6 eV/Å
Kohn-Sham gap ... 0.314 Eh
Total charge ... -1

Geometry (Å):
N (-0.06210, 0.26978, -1.60756)
N (-0.30727, -0.06195, -0.41003)
O (0.21449, 1.03124, 2.08388)
O (-0.91010, -0.07211, -2.42740)
O (1.44224, -0.92793, 1.50864)
S (1.04728, 0.45576, 1.07196)
H (-1.42454, -0.69479, -0.21948)

Per-atom Mulliken charges, elementary charge units:
1 N 0.0218
2 N -0.0692
3 O -0.5093
4 O -0.6074
5 O -0.5736
6 S 0.5531
7 H 0.1846

No. 2
C3H2Cl2OS2 | ωB97M-V/def2-TZVPD

Output
Energy above the lowest of the compared OMol25 structures with the same formula, charge and spin ... 322.9 kJ/mol
Strongest force on any atom ... 3.7 eV/Å
Kohn-Sham gap (alpha / beta) ... 0.265 / 0.246 Eh
Total charge ... 0

Geometry (Å):
C (1.15050, -0.53759, 0.09839)
C (1.95811, 0.55704, 0.50064)
C (-1.19190, 0.83107, -0.33387)
O (2.56919, 2.93489, 1.11103)
S (-0.52267, -0.65434, 0.06235)
S (1.41484, 2.05048, 1.02242)
Cl (3.70992, 0.60436, 0.10158)
Cl (-0.36346, 2.10063, -1.14061)
H (1.58629, -1.44054, 0.04320)
H (-2.27352, 0.66527, -0.33252)

These are the Mulliken partial charges, in e, on atoms 1 to 8:
1 C -0.5356
2 C 0.3309
3 C -0.2706
4 O -0.5125
5 S 0.0635
6 S 0.3768
7 Cl -0.1505
8 Cl -0.1019

No. 3
C28H38Ge2N7O2RuS | ωB97M-V/def2-TZVPD

Output
Energy above the lowest of the compared OMol25 structures with the same formula, charge and spin ... 0.0 kJ/mol
Strongest force on any atom ... 0.5 eV/Å
Kohn-Sham gap (alpha / beta) ... 0.257 / 0.254 Eh
Multiplicity ... 6
Total charge ... +4
<S²> ... 8.768

Geometry (Å):
Ru (-0.25183, 1.38069, 1.39940)
C (-3.58912, 0.68763, 4.56592)
C (-2.46596, 0.56812, 3.58583)
N (-2.06738, 1.53624, 2.84528)
N (-2.70252, 2.74725, 2.91695)
C (-2.29096, 3.78792, 2.16313)
N (-2.96820, 4.91579, 2.26980)
S (-0.94284, 3.72234, 1.09383)
C (-1.73187, -0.71561, 3.39995)
C (-2.20600, -1.89426, 3.95063)
C (-1.48662, -3.06991, 3.76607)
C (-0.30744, -3.02115, 3.04951)
C (0.08996, -1.80293, 2.51459)
N (-0.60195, -0.67641, 2.66614)
H (-3.53231, 1.62986, 5.11447)
H (-3.56755, -0.10171, 5.30909)
H (-4.55517, 0.64008, 4.05439)
H (-3.52124, 2.83768, 3.50532)
H (-3.76504, 5.03378, 2.87987)
H (-2.68132, 5.71662, 1.72642)
H (-3.12839, -1.91725, 4.51094)
H (-1.84609, -4.00004, 4.18546)
H (0.29854, -3.90315, 2.89661)
H (1.00268, -1.73103, 1.93402)
C (6.98494, -3.78819, -7.59962)
Ge (5.22262, -4.42226, -7.98249)
C (3.96691, -3.29175, -8.87506)
C (4.72176, -6.19296, -7.46733)
Ge (2.00919, 0.32964, 0.03373)
C (3.23476, -0.93213, -0.74210)
C (2.89460, -2.27808, -0.85014)
C (3.83979, -3.19463, -1.28850)
C (5.11703, -2.76222, -1.61441)
C (5.45325, -1.41691, -1.52372)
C (4.51391, -0.49512, -1.08956)
C (1.85644, 2.11359, -0.71464)
C (2.13626, 3.30148, -0.02912)
C (1.97816, 4.52639, -0.66051)
C (1.51505, 4.57635, -1.96886)
C (1.20940, 3.40270, -2.65283)
C (1.36456, 2.17772, -2.02814)
H (7.70822, -4.56340, -7.85841)
H (7.07549, -3.61004, -6.52469)
H (7.20782, -2.86888, -8.13577)
H (3.06996, -3.83462, -9.16164)
H (4.44289, -2.85657, -9.75611)
H (3.70391, -2.46442, -8.21073)
H (4.18163, -6.66843, -8.28786)
H (4.03216, -6.13385, -6.62044)
H (5.58698, -6.78901, -7.18783)
H (1.90035, -2.62253, -0.58836)
H (3.58206, -4.24280, -1.35880)
H (5.86341, -3.47922, -1.92992)
H (6.45078, -1.08609, -1.78034)
H (4.78385, 0.55205, -1.01828)
H (2.51617, 3.28034, 0.98516)
H (2.22352, 5.44108, -0.13735)
H (1.39831, 5.53220, -2.46215)
H (0.86195, 3.44726, -3.67639)
H (1.13119, 1.27067, -2.57639)
N (-2.45950, 1.18184, -0.90355)
C (-3.22626, 0.39004, -1.66552)
C (-2.79412, -0.90649, -1.47275)
C (-1.73106, -0.79871, -0.57943)
N (-1.52375, 0.47587, -0.23553)
H (-2.44499, 2.18998, -0.86401)
H (-4.01392, 0.79337, -2.28091)
H (-3.19594, -1.79818, -1.92041)
H (-1.11186, -1.57685, -0.16285)
N (3.27761, 2.01392, 4.98619)
C (3.84148, 1.46183, 3.70965)
C (2.71792, 1.23709, 2.70295)
O (1.56770, 1.60607, 2.99098)
O (3.11156, 0.69557, 1.63204)
H (3.20454, 1.30197, 5.71622)
H (2.32740, 2.35717, 4.78317)
H (3.84202, 2.77906, 5.36338)
H (4.37491, 0.53509, 3.90628)
H (4.54678, 2.17869, 3.29233)

These are the Mulliken partial charges, in e, on atoms 1 to 8:
1 Ru 1.4327
2 C -1.9084
3 C 0.7612
4 N 0.6139
5 N -0.5562
6 C 0.5148
7 N -0.3494
8 S -0.3392

No. 4
C30H72BrN6O7 | ωB97M-V/def2-TZVPD

Output
Strongest force on any atom ... 2.6 eV/Å
Kohn-Sham gap ... 0.261 Eh
Total charge ... +1

Geometry (Å):
C (2.58302, -3.75454, -1.15637)
C (1.48736, -3.34866, -1.93877)
C (1.65305, -3.21580, -3.47306)
C (0.83329, -2.08465, -4.14378)
C (0.51511, -0.82143, -3.31399)
O (-0.36483, -1.06224, -2.24378)
C (-1.22229, 0.06519, -1.97965)
C (-1.31789, 0.22510, -0.42730)
N (-1.84657, -0.96647, 0.22992)
C (-0.81348, -1.85447, 0.77536)
C (-0.45165, -1.59639, 2.27353)
C (0.65003, -0.52092, 2.50336)
O (-1.56213, -1.26984, 3.10302)
C (1.80967, 0.00976, -2.91462)
Br (2.26731, -0.13925, -1.00897)
C (3.07884, -0.31083, -3.79822)
C (4.03799, 0.95896, -3.85156)
C (2.80795, -0.91588, -5.21175)
N (1.52451, -1.66356, -5.39325)
O (0.69458, -0.95136, -6.26744)
H (3.04144, -3.01752, -0.47904)
H (2.95314, -4.78397, -1.29804)
H (0.50520, -3.15252, -1.48300)
H (2.73912, -3.15294, -3.68315)
H (1.33437, -4.18414, -3.94480)
H (-0.13733, -2.51934, -4.46019)
H (-0.04948, -0.13288, -3.99343)
H (-2.23040, -0.20547, -2.35871)
H (-0.85846, 1.02289, -2.39805)
H (-2.04356, 1.04909, -0.24669)
H (-0.35509, 0.56279, 0.00530)
H (-2.56592, -0.74650, 0.90265)
H (0.10688, -1.67942, 0.18521)
H (-1.09872, -2.91261, 0.57815)
H (-0.02526, -2.55273, 2.66399)
H (1.10062, -0.72315, 3.49915)
H (1.47197, -0.64025, 1.77401)
H (0.24490, 0.50521, 2.53505)
H (-2.27653, -1.86162, 2.85834)
H (1.57068, 1.07986, -3.08706)
H (3.65840, -1.07120, -3.23180)
H (3.94245, 1.42283, -4.84986)
H (3.72984, 1.64778, -3.04406)
H (5.06419, 0.60451, -3.64969)
H (2.93777, -0.11662, -5.96959)
H (3.63343, -1.62760, -5.42085)
H (1.74672, -2.51967, -5.91414)
H (0.72091, -0.01686, -6.02041)
C (-0.69481, 1.01103, 8.35603)
C (-0.63264, -0.23201, 7.47421)
C (0.79955, -0.74047, 7.22623)
O (1.53864, 0.01726, 6.27937)
C (2.13508, 1.19398, 6.79734)
N (-1.33484, 0.04056, 6.21671)
H (-0.40751, 1.91728, 7.82202)
H (-1.71279, 1.16577, 8.71815)
H (-0.04536, 0.90798, 9.22876)
H (-1.17109, -1.02758, 7.99932)
H (0.72905, -1.74562, 6.80034)
H (1.35979, -0.83759, 8.16413)
H (2.46328, 1.06401, 7.83211)
H (1.44715, 2.03880, 6.72345)
H (3.00815, 1.42408, 6.18498)
H (-1.37764, -0.81832, 5.67287)
H (-0.73569, 0.64567, 5.66069)
C (-3.39469, -0.07117, -9.46406)
C (-2.69406, -0.60159, -8.21814)
C (-3.65710, -1.17843, -7.16538)
O (-4.35059, -0.20279, -6.40782)
C (-5.50137, 0.33621, -7.04151)
N (-1.85452, 0.46274, -7.65504)
H (-3.87448, 0.89300, -9.29560)
H (-2.67385, 0.07011, -10.27104)
H (-4.15286, -0.77319, -9.81698)
H (-2.03965, -1.41841, -8.53896)
H (-3.06153, -1.73990, -6.43758)
H (-4.35856, -1.89293, -7.61140)
H (-6.01738, -0.40877, -7.65274)
H (-5.23576, 1.20370, -7.64863)
H (-6.18391, 0.67516, -6.26203)
H (-1.31649, 0.07773, -6.88533)
H (-2.47564, 1.13075, -7.20354)
C (7.73114, 5.31316, -0.95250)
C (7.10755, 5.04222, -2.31759)
C (5.69220, 4.44149, -2.23852)
O (5.65465, 3.06103, -1.90083)
C (5.75847, 2.78241, -0.51467)
N (8.01670, 4.19377, -3.09555)
H (8.08638, 4.40378, -0.46675)
H (8.59280, 5.97390, -1.05679)
H (7.01839, 5.80194, -0.28398)
H (7.02027, 6.00478, -2.83002)
H (5.24370, 4.50856, -3.23463)
H (5.04688, 5.01983, -1.56630)
H (5.26732, 3.54431, 0.09640)
H (6.80419, 2.67793, -0.22041)
H (5.26814, 1.82371, -0.33460)
H (7.65074, 4.09698, -4.03935)
H (7.95581, 3.25254, -2.71461)
C (-6.10451, 0.27899, 7.97178)
C (-6.78142, -1.06108, 8.24114)
C (-5.83173, -2.26559, 8.11257)
O (-5.53106, -2.63708, 6.77686)
C (-4.51067, -1.86729, 6.16654)
N (-7.94698, -1.19097, 7.36036)
H (-5.93566, 0.45650, 6.90927)
H (-6.72996, 1.09656, 8.33452)
H (-5.14251, 0.34473, 8.48597)
H (-7.13829, -1.04107, 9.27532)
H (-6.33065, -3.13508, 8.54979)
H (-4.90968, -2.11296, 8.68736)
H (-3.74071, -1.56481, 6.88140)
H (-4.93553, -0.98880, 5.67689)
H (-4.04247, -2.48088, 5.39408)
H (-8.45488, -2.03562, 7.60957)
H (-7.59963, -1.38560, 6.42441)

These are the Mulliken partial charges, in e, on atoms 1 to 8:
1 C -0.7160
2 C -0.3335
3 C -0.9961
4 C -0.4746
5 C -1.0496
6 O -0.1710
7 C -0.5554
8 C -0.4879